Entry 1:
A structure of composition C39H54AsN4O2PtS2. Source: the OMol25 dataset; level of theory: ωB97M-V with the def2-TZVPD basis set.

The geometry in ORCA input format:
```
! RIJCOSX wB97M-V def2-TZVPD def2/J DEFGRID3
* xyz -1 1
Pt -0.110 -1.363 -0.268
As -1.409 -3.160 -0.380
S -2.020 3.251 -2.029
S -3.276 0.569 -1.706
O 1.551 -0.086 0.142
O 3.799 -0.872 0.688
N 0.424 1.832 -1.763
N -0.679 0.940 -1.685
N 1.650 1.103 -1.946
N -0.018 1.862 1.839
C 5.865 2.038 1.239
C -0.258 3.671 3.453
C -1.072 4.344 4.364
C -2.306 0.447 3.025
C 5.419 0.734 1.208
C 3.346 1.426 0.135
C 5.517 1.837 -2.745
C -1.798 1.510 -1.794
C -0.939 -0.769 -4.377
C 1.369 5.136 2.082
C 2.787 0.841 -6.026
C 5.066 3.057 0.731
C -3.759 3.177 -2.539
C -1.204 -0.591 3.254
C 0.956 -2.365 -3.954
C 0.921 2.218 -0.395
C 3.831 2.734 0.196
C -2.842 0.378 1.596
C 3.243 1.644 -3.789
C -0.532 -4.831 -0.908
C -2.957 -3.301 -1.583
C 4.164 0.409 0.672
C 0.007 2.508 0.757
C 2.224 3.073 3.285
C 3.554 1.575 -5.142
C 2.129 0.944 -3.281
C 1.742 0.092 -5.521
C -2.294 -3.815 1.240
C 4.136 2.475 -2.908
C -4.269 1.731 -2.667
C -2.650 2.556 4.330
C -2.282 3.818 4.777
C 1.167 4.185 3.265
C 4.246 3.929 -3.366
C 1.956 1.071 -0.414
C 0.424 -0.952 -3.707
C 1.432 0.082 -4.162
C -1.878 1.850 3.414
C -0.731 2.472 2.900
H -3.736 -2.619 -1.242
H 2.354 5.604 2.144
H -3.134 0.208 3.701
H 0.289 -0.868 -2.631
H 3.015 0.835 -7.085
H 6.123 2.424 -2.050
H -0.144 -4.708 -1.919
H 3.687 2.478 -1.933
H -0.566 3.440 0.662
H 1.168 -0.543 -6.186
H -3.346 -4.321 -1.604
H 4.765 4.522 -2.607
H 5.398 4.088 0.750
H 4.807 4.020 -4.300
H -0.400 -0.481 2.527
H 3.241 3.543 -0.219
H 0.308 -5.007 -0.238
H -1.239 0.281 -4.388
H -1.615 -1.596 3.134
H -2.654 -3.001 -2.586
H -0.715 5.279 4.783
H -2.941 -4.667 1.019
H 1.912 2.240 3.917
H -1.224 -5.675 -0.876
H 6.836 2.264 1.665
H -2.024 0.431 0.874
H 4.408 2.136 -5.507
H 0.223 -3.095 -3.598
H -3.554 1.182 1.396
H -2.884 -3.006 1.670
H -0.790 -0.508 4.263
H 1.410 3.174 -0.588
H 0.613 5.923 2.071
H 1.884 -2.530 -3.403
H -1.705 -1.328 -3.834
H -4.285 1.432 -3.714
H -2.904 4.356 5.481
H -5.284 1.659 -2.280
H 6.045 1.781 -3.702
H -4.363 3.752 -1.839
H 3.167 3.466 3.672
H 1.142 -2.557 -5.015
H -3.557 2.094 4.704
H 1.323 4.604 1.130
H 2.426 2.667 2.296
H -1.531 -4.107 1.960
H -3.821 3.659 -3.513
H 3.257 4.365 -3.527
H -3.345 -0.576 1.419
H 2.796 -0.834 0.483
H -0.929 -1.127 -5.412
H 6.015 -0.077 1.607
H 5.430 0.825 -2.346
H 1.343 4.784 4.163
*
```

Relative energy (zero: lowest compared OMol25 entry of this formula, charge and spin) in eV: 2.162
LUMO in eV: 2.13
E_tot in eV: -137129.6805

Entry 2:
A structure of composition C34H69Br24NO3Si. Source: the OMol25 dataset; level of theory: ωB97M-V with the def2-TZVPD basis set.

The geometry in ORCA input format:
```
! RIJCOSX wB97M-V def2-TZVPD def2/J DEFGRID3
* xyz 0 1
Br -5.205 4.452 3.903
Br 3.045 -1.145 5.476
Br 3.403 -7.868 -0.908
Br 3.283 9.457 -2.852
Br 9.848 10.760 3.928
Br 5.458 -8.690 2.050
Br 4.075 12.466 -0.858
Br -3.149 -1.361 -5.941
Br -4.722 2.146 -3.353
Br 0.724 -3.812 4.403
Br -3.163 -8.028 3.879
Br 8.851 8.928 0.878
Br 2.626 3.125 2.139
Br 0.356 -2.304 -6.632
Br 3.077 -4.460 -0.959
Br -7.364 -2.901 -2.338
Br 6.996 5.504 2.322
Br 3.752 7.148 1.670
Br -4.707 -5.715 1.445
Br 4.074 -2.628 2.091
Br 0.251 1.063 4.078
Br -3.083 1.741 2.561
Br -5.242 -5.612 -3.680
Br -7.966 3.790 -4.005
Si -1.565 -3.534 -1.140
O -2.722 -2.547 -0.262
O -2.968 2.502 -2.839
O -1.765 0.366 -2.621
N -4.179 0.728 -1.608
C -0.760 -2.690 -2.672
C -6.355 -5.572 -2.079
C -4.568 1.961 -0.766
C 3.519 -4.485 1.874
C 2.041 -3.805 5.842
C 2.080 -2.465 6.539
C 9.292 8.903 3.711
C 4.167 -9.574 -0.351
C -1.619 -0.240 -6.397
C -2.931 1.227 -2.366
C -0.092 -3.869 0.117
C -3.408 -5.360 2.857
C -7.648 -4.830 -2.331
C 4.088 -9.744 1.148
C -0.744 -0.906 -7.433
C -5.489 2.523 3.910
C -5.798 2.188 -4.980
C 9.849 8.311 2.436
C 4.998 10.750 -0.953
C 5.013 10.215 -2.366
C 5.288 6.903 0.494
C 0.812 3.531 2.731
C -3.656 -1.842 -1.152
C 5.920 5.545 0.696
C -3.814 -0.315 -0.575
C -2.227 -5.300 -1.621
C -4.197 1.781 4.162
C -0.015 1.733 -1.349
C -6.430 3.545 -5.182
C -0.526 1.136 -2.806
C -2.401 -6.482 2.966
C 4.076 -5.076 0.599
C 0.557 2.989 4.118
C -0.085 0.768 -0.185
H -0.557 1.932 -3.665
H -1.308 -1.370 -8.246
H -3.415 -1.922 -2.294
H 6.621 5.322 -0.114
H -4.394 0.731 4.397
H 0.418 2.818 -1.181
H -1.551 -6.178 3.584
H -3.541 2.344 -0.295
H 0.308 0.345 -3.130
H -1.571 -2.358 -3.476
H -5.745 4.376 -4.991
H 2.998 -4.094 5.401
H 5.722 9.387 -2.458
H -2.917 -4.428 2.563
H 3.962 -6.164 0.597
H -3.973 -5.193 3.777
H 2.427 -4.499 1.918
H 5.191 4.735 0.774
H -0.361 3.414 4.535
H -8.359 -5.010 -1.520
H 5.251 10.975 -3.116
H -0.129 1.087 0.940
H -0.450 -4.484 1.062
H -0.086 -0.401 -0.414
H -1.507 -6.118 -1.132
H 1.712 -4.588 6.531
H -0.197 -1.710 -2.289
H 8.200 8.888 3.755
H -5.123 2.785 -1.393
H -6.526 1.377 -4.902
H -2.052 0.683 -6.795
H -3.593 2.220 4.961
H -1.096 -0.018 -5.464
H -3.287 -5.497 -1.166
H 5.188 -9.609 -0.739
H -6.553 -6.622 -1.844
H 5.125 -4.825 0.426
H -5.097 1.964 -5.789
H 0.030 -3.337 -3.246
H 5.973 7.734 0.684
H 10.899 8.563 2.263
H 4.506 10.083 -0.241
H 3.920 -5.006 2.748
H -8.118 -5.088 -3.284
H 6.015 10.956 -0.608
H 4.887 6.994 -0.520
H -4.581 -0.378 0.337
H 0.849 -4.329 -0.418
H 1.089 -2.050 6.740
H 0.225 -2.793 0.492
H -5.257 1.697 0.143
H -0.031 -0.191 -7.854
H 9.694 8.382 4.585
H -6.831 3.636 -6.195
H -4.717 -2.367 -1.002
H 0.750 4.623 2.725
H -2.033 -6.831 1.998
H 3.564 -10.333 -0.858
H -2.153 -5.480 -2.784
H -6.201 2.344 4.721
H 0.132 3.129 1.975
H 2.637 -2.535 7.478
H -5.751 -5.133 -1.280
H 3.125 -9.445 1.570
H 4.296 -10.781 1.430
H -2.767 -0.040 -0.074
H -5.959 2.265 2.957
H 1.382 3.168 4.813
H 9.735 7.224 2.434
*
```

LUMO in eV: 0.11
E_tot in eV: -1732896.9845

Entry 3:
A cluster of 8 separate species, C30H45O23 in total. Source: the OMol25 dataset; level of theory: ωB97M-V with the def2-TZVPD basis set.

The geometry in ORCA input format:
```
! RIJCOSX wB97M-V def2-TZVPD def2/J DEFGRID3
* xyz -1 1
O -2.803 5.206 -2.627
O 1.530 -5.766 2.894
O 0.824 -1.917 0.863
O 3.409 2.983 1.796
O -1.710 2.371 2.682
O -3.388 -4.576 5.102
O -4.306 1.656 -3.250
O -5.367 3.304 -2.225
O 0.543 -6.742 1.155
O 1.446 -2.789 -3.694
O -1.936 3.044 0.577
O 1.282 -4.988 -3.970
O -0.414 -6.904 3.162
O -5.147 3.341 -4.464
O 4.164 2.624 3.882
O -0.068 -3.589 -5.082
O -1.781 -2.983 4.981
O 4.633 1.191 2.203
O -0.013 3.404 1.771
O -2.546 -3.920 3.132
O 0.730 0.115 1.768
O -0.822 5.485 -1.592
O -1.286 3.569 -2.627
C -1.007 -2.377 3.948
C -0.758 2.436 3.744
C 0.151 -0.138 -0.549
C -3.085 0.747 -1.406
C 0.676 -1.640 -4.070
C -0.011 3.320 -2.061
C 0.284 4.616 -1.297
C 4.122 2.307 2.727
C -1.691 -1.838 -4.846
C 0.479 3.049 3.059
C -4.965 2.832 -3.411
C 3.444 2.318 0.531
C 0.954 3.039 -3.195
C 3.890 3.275 -0.542
C -0.254 -2.179 -5.196
C 0.587 -0.685 0.804
C 0.461 -6.512 2.472
C 1.663 -6.062 0.581
C 1.036 4.305 3.676
C -4.982 2.436 -1.184
C -1.274 2.959 1.577
C 1.199 -5.137 -0.529
C -1.744 4.800 -2.284
C 0.453 -2.640 4.306
C -2.665 -3.868 4.475
C -4.428 1.198 -1.905
C 4.377 1.139 0.824
C 2.271 -5.296 1.783
C -1.427 -3.168 2.699
C 0.941 -3.880 -4.241
H 2.057 -4.680 -1.022
H 2.384 -6.817 0.263
H 1.473 4.097 4.652
H 1.159 -2.174 3.618
H -2.041 -2.275 -3.912
H 0.037 2.461 -1.394
H 3.919 2.824 -1.538
H 3.942 0.205 0.462
H -4.191 2.814 -0.528
H 0.694 -3.702 4.362
H 0.586 -4.369 -0.050
H 0.757 2.081 -3.671
H -5.158 0.387 -1.815
H 0.926 0.077 -1.294
H 0.600 -5.602 -1.310
H 1.816 4.665 3.007
H -2.313 1.453 -1.710
H 2.200 -4.229 1.561
H -5.812 2.201 -0.519
H -2.778 -0.199 -1.862
H 1.218 5.088 -1.588
H 3.288 -5.654 1.945
H -3.069 0.595 -0.327
H -0.635 -3.766 2.251
H -0.600 1.443 4.164
H -0.470 -0.906 -1.016
H 1.401 -0.901 -4.410
H 0.239 5.050 3.730
H -0.399 0.796 -0.428
H 1.285 2.317 3.024
H 0.152 -1.251 -3.199
H 0.666 -2.227 5.297
H 0.037 -1.765 -6.159
H -1.171 2.998 4.586
H 3.199 4.106 -0.696
H 1.981 3.040 -2.812
H -1.204 -1.311 3.844
H -2.349 -2.150 -5.658
H 5.295 1.193 0.221
H 0.253 4.359 -0.244
H -1.651 -2.416 1.939
H -1.791 -0.754 -4.740
H 4.874 3.698 -0.333
H 2.474 1.868 0.296
H 1.047 3.861 -3.911
*
```

Relative energy (zero: lowest compared OMol25 entry of this formula, charge and spin) in eV: 0.000
LUMO in eV: 1.81
E_tot in eV: -78937.3814

What is the formula in the third record?
C30H45O23

Which formula does entry 3 have?
C30H45O23

What did the third record say?
A cluster of 8 separate species, C30H45O23 in total. Source: the OMol25 dataset; level of theory: ωB97M-V with the def2-TZVPD basis set.

The geometry in ORCA input format:
```
! RIJCOSX wB97M-V def2-TZVPD def2/J DEFGRID3
* xyz -1 1
O -2.803 5.206 -2.627
O 1.530 -5.766 2.894
O 0.824 -1.917 0.863
O 3.409 2.983 1.796
O -1.710 2.371 2.682
O -3.388 -4.576 5.102
O -4.306 1.656 -3.250
O -5.367 3.304 -2.225
O 0.543 -6.742 1.155
O 1.446 -2.789 -3.694
O -1.936 3.044 0.577
O 1.282 -4.988 -3.970
O -0.414 -6.904 3.162
O -5.147 3.341 -4.464
O 4.164 2.624 3.882
O -0.068 -3.589 -5.082
O -1.781 -2.983 4.981
O 4.633 1.191 2.203
O -0.013 3.404 1.771
O -2.546 -3.920 3.132
O 0.730 0.115 1.768
O -0.822 5.485 -1.592
O -1.286 3.569 -2.627
C -1.007 -2.377 3.948
C -0.758 2.436 3.744
C 0.151 -0.138 -0.549
C -3.085 0.747 -1.406
C 0.676 -1.640 -4.070
C -0.011 3.320 -2.061
C 0.284 4.616 -1.297
C 4.122 2.307 2.727
C -1.691 -1.838 -4.846
C 0.479 3.049 3.059
C -4.965 2.832 -3.411
C 3.444 2.318 0.531
C 0.954 3.039 -3.195
C 3.890 3.275 -0.542
C -0.254 -2.179 -5.196
C 0.587 -0.685 0.804
C 0.461 -6.512 2.472
C 1.663 -6.062 0.581
C 1.036 4.305 3.676
C -4.982 2.436 -1.184
C -1.274 2.959 1.577
C 1.199 -5.137 -0.529
C -1.744 4.800 -2.284
C 0.453 -2.640 4.306
C -2.665 -3.868 4.475
C -4.428 1.198 -1.905
C 4.377 1.139 0.824
C 2.271 -5.296 1.783
C -1.427 -3.168 2.699
C 0.941 -3.880 -4.241
H 2.057 -4.680 -1.022
H 2.384 -6.817 0.263
H 1.473 4.097 4.652
H 1.159 -2.174 3.618
H -2.041 -2.275 -3.912
H 0.037 2.461 -1.394
H 3.919 2.824 -1.538
H 3.942 0.205 0.462
H -4.191 2.814 -0.528
H 0.694 -3.702 4.362
H 0.586 -4.369 -0.050
H 0.757 2.081 -3.671
H -5.158 0.387 -1.815
H 0.926 0.077 -1.294
H 0.600 -5.602 -1.310
H 1.816 4.665 3.007
H -2.313 1.453 -1.710
H 2.200 -4.229 1.561
H -5.812 2.201 -0.519
H -2.778 -0.199 -1.862
H 1.218 5.088 -1.588
H 3.288 -5.654 1.945
H -3.069 0.595 -0.327
H -0.635 -3.766 2.251
H -0.600 1.443 4.164
H -0.470 -0.906 -1.016
H 1.401 -0.901 -4.410
H 0.239 5.050 3.730
H -0.399 0.796 -0.428
H 1.285 2.317 3.024
H 0.152 -1.251 -3.199
H 0.666 -2.227 5.297
H 0.037 -1.765 -6.159
H -1.171 2.998 4.586
H 3.199 4.106 -0.696
H 1.981 3.040 -2.812
H -1.204 -1.311 3.844
H -2.349 -2.150 -5.658
H 5.295 1.193 0.221
H 0.253 4.359 -0.244
H -1.651 -2.416 1.939
H -1.791 -0.754 -4.740
H 4.874 3.698 -0.333
H 2.474 1.868 0.296
H 1.047 3.861 -3.911
*
```

Relative energy (zero: lowest compared OMol25 entry of this formula, charge and spin) in eV: 0.000
LUMO in eV: 1.81
E_tot in eV: -78937.3814